No. 1
12
Properties=species:S:1:pos:R:3:nbo_charge:R:1 method="wB97M-V/def2-TZVPD" total_charge=0 smiles="ON=C1CNC1" fmax_ev_per_a=1.6 total_energy_ev=-8231.4174
O -2.20 0.95 0.22 -0.593
N -1.80 -0.34 -0.36 -0.199
C -0.54 -0.20 -0.27 0.309
C 0.49 -1.08 0.35 -0.293
N 1.45 0.04 0.29 -0.606
C 0.51 0.86 -0.52 -0.294
H -2.25 0.58 1.12 0.465
H 0.69 -2.00 -0.19 0.211
H 0.23 -1.33 1.40 0.213
H 2.31 -0.19 -0.18 0.360
H 0.71 0.81 -1.61 0.204
H 0.39 1.91 -0.24 0.222

No. 2
12
Properties=species:S:1:pos:R:3:nbo_charge:R:1 method="wB97M-V/def2-TZVPD" total_charge=0 smiles="C=NN=O.C=C" fmax_ev_per_a=2.8 total_energy_ev=-8230.7327
C -0.14 1.65 -0.98 -0.142
N -1.04 1.42 -0.13 -0.124
N -1.53 0.79 0.77 0.287
O -2.54 0.91 1.42 -0.400
H 0.66 2.32 -0.75 0.193
H -0.23 1.25 -1.99 0.194
C 0.95 -1.41 -0.37 -0.413
C 0.65 -1.38 0.91 -0.372
H 1.88 -0.98 -0.74 0.192
H 0.29 -1.85 -1.10 0.194
H -0.26 -1.79 1.31 0.200
H 1.31 -0.93 1.64 0.191

No. 3
12
Properties=species:S:1:pos:R:3:nbo_charge:R:1 method="wB97M-V/def2-TZVPD" total_charge=0 smiles=c1c[nH]cn1.O fmax_ev_per_a=4.3 total_energy_ev=-8235.4875
C 0.15 -0.81 0.37 -0.100
C -0.02 -1.28 1.59 -0.116
N -1.00 -0.49 2.23 -0.537
C -1.41 0.32 1.24 0.166
N -0.79 0.13 0.09 -0.467
H 0.80 -1.15 -0.43 0.210
H 0.47 -2.05 2.18 0.215
H -1.31 -0.48 3.20 0.429
H -2.16 1.11 1.27 0.201
O 1.93 1.71 -4.24 -0.943
H 2.17 0.90 -3.75 0.470
H 1.17 2.09 -3.74 0.473

No. 4
12
Properties=species:S:1:pos:R:3:nbo_charge:R:1 method="wB97M-V/def2-TZVPD" total_charge=0 smiles="N=C=N.CC=O" fmax_ev_per_a=0.7 total_energy_ev=-8235.0450
N -0.47 0.80 -1.65 -0.746
C -0.33 -0.19 -2.35 0.652
N -0.34 -1.23 -3.01 -0.745
H 0.25 0.98 -0.94 0.424
H 0.12 -1.21 -3.91 0.393
C -0.53 0.03 1.77 -0.734
C 0.94 0.23 1.57 0.461
O 1.45 0.72 0.58 -0.546
H -1.09 0.23 0.86 0.247
H -0.87 0.70 2.57 0.243
H -0.72 -0.99 2.12 0.237
H 1.60 -0.08 2.41 0.113

No. 5
12
Properties=species:S:1:pos:R:3:nbo_charge:R:1 method="wB97M-V/def2-TZVPD" total_charge=0 smiles="[H]/N=N/[C@H](C)C=O" fmax_ev_per_a=3.6 total_energy_ev=-8233.0124
H -1.81 -1.33 -1.97 0.325
N -1.45 -0.64 -1.29 -0.331
N -0.22 -0.71 -1.12 -0.116
C 0.14 0.33 -0.19 -0.217
C 1.56 0.18 0.30 -0.626
C -1.08 0.12 0.87 0.448
O -2.18 0.57 0.92 -0.479
H -0.11 1.32 -0.60 0.227
H 2.26 0.34 -0.52 0.233
H 1.73 -0.82 0.69 0.219
H 1.76 0.89 1.10 0.221
H -0.61 -0.26 1.80 0.099

No. 6
12
Properties=species:S:1:pos:R:3:nbo_charge:R:1 method="wB97M-V/def2-TZVPD" total_charge=0 smiles="N/N=C/CC=O" fmax_ev_per_a=1.5 total_energy_ev=-8234.1965
N 0.95 1.27 -1.61 -0.629
N 0.28 0.69 -0.60 -0.237
C 0.61 -0.46 -0.16 0.029
C -0.32 -1.10 0.81 -0.549
C -1.42 -0.04 1.04 0.473
O -2.57 -0.16 0.69 -0.523
H 1.95 1.09 -1.67 0.343
H 0.73 2.24 -1.74 0.371
H 1.49 -1.00 -0.52 0.157
H 0.19 -1.35 1.73 0.225
H -0.78 -1.98 0.34 0.233
H -1.09 0.79 1.69 0.107

No. 7
12
Properties=species:S:1:pos:R:3:nbo_charge:R:1 method="wB97M-V/def2-TZVPD" total_charge=0 smiles="C1CN1.N=C=O" fmax_ev_per_a=0.9 total_energy_ev=-8234.7036
C -1.27 0.09 -0.50 -0.266
C -1.12 -0.75 0.71 -0.264
N -0.16 -0.85 -0.38 -0.605
H -2.07 -0.13 -1.19 0.189
H -0.97 1.14 -0.45 0.209
H -0.73 -0.32 1.63 0.201
H -1.83 -1.57 0.85 0.190
H -0.32 -1.68 -0.94 0.355
N 1.52 1.47 0.37 -0.820
C 2.19 0.57 -0.13 0.900
O 2.80 -0.30 -0.60 -0.500
H 1.96 2.33 0.64 0.412

No. 8
12
Properties=species:S:1:pos:R:3:nbo_charge:R:1 method="wB97M-V/def2-TZVPD" total_charge=0 smiles="[H]/N=C(/C=O)NC" fmax_ev_per_a=0.5 total_energy_ev=-8235.4618
H 1.93 0.31 0.53 0.335
N 1.52 -0.60 0.69 -0.682
C 0.31 -0.67 0.26 0.315
C -0.38 -2.00 0.47 0.400
O -1.51 -2.21 0.11 -0.514
N -0.46 0.25 -0.37 -0.603
C -0.06 1.62 -0.55 -0.416
H 0.25 -2.75 0.99 0.142
H -1.42 -0.03 -0.53 0.416
H -0.20 2.23 0.36 0.194
H -0.64 2.08 -1.36 0.216
H 0.99 1.66 -0.83 0.199

No. 9
12
Properties=species:S:1:pos:R:3:nbo_charge:R:1 method="wB97M-V/def2-TZVPD" total_charge=0 smiles=N#CC[C@H](N)O fmax_ev_per_a=3.4 total_energy_ev=-8234.9435
N 0.57 2.75 1.15 -0.341
C 0.32 1.80 0.51 0.311
C 0.37 0.83 -0.63 -0.522
C 0.23 -0.53 0.02 0.249
N -0.31 -1.54 -0.78 -0.820
O -0.83 -0.12 1.12 -0.791
H 1.33 0.90 -1.16 0.254
H -0.45 1.05 -1.31 0.249
H 1.11 -0.85 0.58 0.187
H -1.21 -1.27 -1.16 0.375
H -0.43 -2.42 -0.29 0.375
H -0.69 -0.61 1.94 0.474

No. 10
13
Properties=species:S:1:pos:R:3:nbo_charge:R:1 method="wB97M-V/def2-TZVPD" total_charge=0 fmax_ev_per_a=8.1 total_energy_ev=-10277.4990
C 0.55 0.17 1.96 -0.456
C -0.49 -0.01 1.15 -0.245
C -0.25 -0.46 -0.79 0.295
N -1.37 1.53 -1.37 0.383
N 0.95 -1.08 -1.06 -0.839
O -1.18 2.52 -2.04 -0.263
O -0.30 0.67 -1.42 -0.398
H 0.30 0.34 3.00 0.199
H 1.62 0.20 1.68 0.195
H -1.47 -0.09 1.44 0.173
H -1.18 -1.14 -0.89 0.172
H 1.06 -2.13 -0.72 0.401
H 1.74 -0.51 -0.95 0.383

No. 11
13
Properties=species:S:1:pos:R:3:nbo_charge:R:1 method="wB97M-V/def2-TZVPD" total_charge=0 smiles="OC1(O)CCN=N1" fmax_ev_per_a=4.8 total_energy_ev=-10280.7583
O 1.71 -0.05 -1.08 -0.683
C 0.73 0.04 -0.10 0.619
O 1.53 -0.39 1.35 -0.819
C -0.62 -0.71 -0.10 -0.502
C -1.54 0.43 -0.09 -0.315
N -0.81 1.57 0.20 -0.076
N 0.40 1.46 0.11 -0.138
H 2.04 -0.92 -1.19 0.492
H 2.09 0.34 1.66 0.472
H -0.67 -1.35 0.78 0.265
H -0.61 -1.32 -1.09 0.229
H -1.88 0.46 -1.05 0.229
H -2.37 0.45 0.60 0.228

No. 12
13
Properties=species:S:1:pos:R:3:nbo_charge:R:1 method="wB97M-V/def2-TZVPD" total_charge=0 smiles="NCC(=O)NC=O" fmax_ev_per_a=2.6 total_energy_ev=-10283.3074
N -0.92 -1.07 -1.78 -0.817
C 0.03 -0.33 -0.94 -0.333
C -0.74 0.42 0.20 0.698
O -1.82 0.85 -0.02 -0.529
N 0.02 0.60 1.38 -0.692
C 1.40 0.75 1.34 0.534
O 2.05 0.74 2.36 -0.560
H -1.85 -0.66 -1.68 0.377
H -0.95 -2.01 -1.45 0.354
H 0.46 0.49 -1.51 0.208
H 0.78 -1.03 -0.58 0.206
H -0.29 0.44 2.33 0.428
H 1.84 0.82 0.35 0.127

No. 13
13
Properties=species:S:1:pos:R:3:nbo_charge:R:1 method="wB97M-V/def2-TZVPD" total_charge=0 smiles="[H]/N=C/OCC(N)=O" fmax_ev_per_a=0.4 total_energy_ev=-10283.5224
H -2.73 -0.06 0.40 0.365
N -1.76 0.08 0.10 -0.770
C -1.20 0.97 0.80 0.434
O 0.07 1.36 0.64 -0.476
C 0.83 0.80 -0.44 -0.174
C 1.35 -0.62 -0.17 0.638
N 0.50 -1.63 -0.51 -0.829
O 2.47 -0.79 0.26 -0.598
H -1.64 1.55 1.61 0.161
H 0.22 0.85 -1.35 0.202
H 1.70 1.45 -0.53 0.223
H 0.78 -2.57 -0.28 0.397
H -0.49 -1.42 -0.59 0.427

No. 14
13
Properties=species:S:1:pos:R:3:nbo_charge:R:1 method="wB97M-V/def2-TZVPD" total_charge=0 fmax_ev_per_a=5.6 total_energy_ev=-10276.4826
C -0.59 -1.14 1.52 0.157
C -0.82 -2.04 0.25 -0.080
C 1.04 2.17 -1.16 -0.291
N -0.23 0.10 1.27 -0.164
N -0.07 0.81 0.24 0.233
O -0.85 -1.34 -0.86 -0.730
O 1.11 1.10 -0.23 -0.282
H -0.86 -1.44 2.45 0.202
H 0.11 -2.61 0.42 0.142
H -1.64 -2.72 0.51 0.171
H 1.49 1.89 -2.15 0.210
H 1.36 3.19 -0.91 0.207
H -0.05 2.02 -1.34 0.225

No. 15
13
Properties=species:S:1:pos:R:3:nbo_charge:R:1 method="wB97M-V/def2-TZVPD" total_charge=0 smiles="[H]/N=C/OCC(N)=O" fmax_ev_per_a=0.5 total_energy_ev=-10283.3156
H 2.94 0.37 -1.54 0.359
N 2.08 0.12 -1.07 -0.741
C 2.00 0.68 0.06 0.421
O 0.96 0.52 0.89 -0.474
C -0.06 -0.35 0.43 -0.204
C -1.43 0.28 0.39 0.655
N -2.33 -0.65 -0.06 -0.836
O -1.70 1.41 0.75 -0.576
H 2.74 1.35 0.51 0.161
H 0.17 -0.68 -0.59 0.237
H -0.09 -1.21 1.10 0.207
H -3.27 -0.38 -0.28 0.402
H -2.00 -1.45 -0.58 0.389

No. 16
13
Properties=species:S:1:pos:R:3:nbo_charge:R:1 method="wB97M-V/def2-TZVPD" total_charge=0 fmax_ev_per_a=2.9 total_energy_ev=-10278.1228
C -1.72 -0.18 -0.12 -0.469
C 0.66 -0.05 -0.30 0.351
N 0.92 -1.37 0.10 -0.840
C 0.94 1.31 0.37 0.345
O 1.64 0.84 -0.81 -0.503
N -0.58 0.33 -0.82 -0.072
O -0.21 1.96 0.27 -0.430
H 1.14 -1.98 -0.68 0.376
H 1.66 -1.43 0.79 0.390
H 1.65 1.59 1.15 0.178
H -2.00 -1.10 -0.66 0.236
H -2.54 0.52 -0.23 0.232
H -1.54 -0.44 0.92 0.207

No. 17
13
Properties=species:S:1:pos:R:3:nbo_charge:R:1 method="wB97M-V/def2-TZVPD" total_charge=0 fmax_ev_per_a=1.9 total_energy_ev=-10279.2253
C 2.53 0.58 0.51 -0.493
C -0.70 0.06 -0.39 1.026
N 1.88 0.15 -0.69 -0.432
C -2.83 -0.94 0.09 0.086
O -0.11 -0.92 -0.10 -0.534
N -3.75 -0.18 -0.17 -0.597
O -1.03 1.13 -0.73 -0.531
H 2.23 -0.79 -0.92 0.301
H -3.56 0.75 -0.55 0.390
H -2.88 -1.97 0.45 0.183
H 2.46 -0.13 1.35 0.198
H 2.13 1.55 0.83 0.192
H 3.62 0.71 0.33 0.211

No. 18
13
Properties=species:S:1:pos:R:3:nbo_charge:R:1 method="wB97M-V/def2-TZVPD" total_charge=0 fmax_ev_per_a=1.7 total_energy_ev=-10279.7870
C 0.25 0.69 0.09 0.325
C 1.23 -0.24 0.04 0.109
N -1.99 0.15 -0.33 -0.701
C 0.40 -1.42 0.22 -0.233
O 0.23 2.01 -0.23 -0.675
O 2.59 -0.19 0.12 -0.674
N -0.86 -0.07 0.46 -0.254
H -0.59 2.40 0.11 0.491
H 2.86 0.71 0.34 0.485
H -1.84 0.08 -1.34 0.361
H -2.84 -0.12 0.15 0.383
H 0.64 -2.12 1.02 0.195
H -0.07 -1.88 -0.65 0.189

No. 19
13
Properties=species:S:1:pos:R:3:nbo_charge:R:1 method="wB97M-V/def2-TZVPD" total_charge=0 fmax_ev_per_a=5.0 total_energy_ev=-10279.3717
C -1.06 0.32 0.80 -0.669
N 0.81 0.13 -0.86 -0.533
C -0.54 0.68 -0.57 0.705
N 0.92 -1.28 -1.18 -0.620
C 0.20 0.55 1.60 0.309
O -1.06 1.37 -1.43 -0.504
O 0.43 0.08 2.70 -0.538
H 1.28 0.69 -1.57 0.402
H 0.06 -1.57 -1.64 0.349
H 0.96 -1.79 -0.30 0.357
H -1.78 1.09 1.09 0.269
H -1.49 -0.69 0.85 0.263
H 1.26 0.42 0.51 0.211

No. 20
13
Properties=species:S:1:pos:R:3:nbo_charge:R:1 method="wB97M-V/def2-TZVPD" total_charge=0 smiles="O=C1CN=CN1.O" fmax_ev_per_a=3.5 total_energy_ev=-10282.5198
O -1.24 0.85 2.01 -0.529
C -0.60 0.52 1.03 0.676
C -0.73 1.02 -0.40 -0.375
N 0.41 0.41 -1.08 -0.491
C 1.33 0.30 -0.18 0.277
N 0.80 0.06 1.07 -0.667
H -1.67 0.65 -0.84 0.243
H -0.77 2.12 -0.47 0.252
H 2.35 -0.01 -0.40 0.199
H 1.35 0.01 1.92 0.420
O -0.71 -2.23 -1.05 -0.948
H -0.17 -2.30 -0.16 0.461
H -0.36 -1.40 -1.44 0.481